Molecular formula: C39H35N4O5P2Re
Method: DFT, ωB97M-V/def2-TZVPD

```
86
Properties=species:S:1:pos:R:3:forces:R:3
Re -0.837 -0.621 0.123 0.4 0.3 -0.3
O -4.063 0.762 3.147 -0.5 0.1 0.6
C -3.192 0.063 2.490 0.5 -0.1 -0.7
O -2.723 0.393 1.412 0.3 -0.4 -0.1
C -2.773 -1.223 3.178 -0.4 0.1 0.2
O -1.621 -1.654 2.485 0.4 -0.2 0.0
C -0.909 -2.743 3.052 -0.5 -0.1 -0.1
C 0.447 -2.671 2.387 -0.4 0.4 -1.4
O 2.813 -2.282 2.494 -0.2 1.1 -0.9
O 0.522 -2.314 1.211 -0.4 -0.3 1.3
H -4.389 1.555 2.680 0.2 -0.2 -0.1
H -2.565 -1.036 4.239 0.0 0.0 -0.1
H -3.596 -1.951 3.108 0.1 0.1 0.0
H -0.842 -2.660 4.141 -0.1 -0.1 -0.2
H -1.398 -3.694 2.791 0.2 0.0 0.1
C -2.997 4.483 -1.389 0.1 -0.2 0.1
C -2.006 4.037 -0.521 -0.1 0.1 -0.1
C -1.645 2.706 -0.510 0.0 -0.7 -0.2
C -2.292 1.783 -1.345 -0.7 1.9 -0.4
C -3.302 2.248 -2.213 0.3 -0.3 0.2
C -3.635 3.583 -2.235 0.0 0.1 0.1
N -1.979 0.434 -1.320 1.1 -2.1 0.8
N -2.508 -0.266 -2.235 -0.6 1.5 -0.5
C -2.382 -1.602 -2.172 0.6 -1.3 0.5
C -2.945 -2.419 -3.159 0.2 0.3 0.3
C -2.870 -3.787 -3.010 0.2 0.0 0.2
C -2.209 -4.306 -1.896 0.0 0.2 -0.1
C -1.629 -3.440 -0.986 -0.1 -0.6 0.0
N -1.712 -2.113 -1.099 -0.4 0.6 -0.1
H -3.267 5.526 -1.406 -0.1 0.2 0.0
H -1.507 4.734 0.135 0.1 0.1 0.0
H -0.838 2.365 0.123 -0.2 0.1 -0.1
H -3.808 1.541 -2.851 -0.1 0.0 0.0
H -4.399 3.934 -2.908 -0.1 0.0 -0.1
H -3.420 -1.950 -4.003 -0.1 0.1 -0.1
H -3.305 -4.449 -3.742 -0.1 0.0 -0.1
H -2.143 -5.371 -1.742 0.1 -0.1 0.0
H -1.072 -3.819 -0.139 -0.1 0.0 0.0
N 1.717 0.925 -0.294 0.6 0.0 0.5
P 0.810 0.905 1.152 -0.5 0.0 -1.7
C 0.949 2.552 1.886 0.0 -0.5 0.0
C -0.149 3.154 2.496 0.0 -0.1 -0.1
C -0.002 4.389 3.103 0.0 0.0 0.1
C 1.236 5.013 3.110 -0.1 0.0 0.0
C 2.334 4.399 2.525 0.2 -0.1 -0.1
C 2.200 3.165 1.917 -0.2 0.1 0.1
C 1.646 -0.170 2.378 -1.1 0.3 0.8
C 1.007 -0.151 3.615 1.2 0.1 -0.7
C 1.262 -1.013 4.720 0.1 -0.5 0.5
C 1.602 -2.307 4.585 0.4 0.5 -0.5
C 1.724 -2.884 3.195 -0.1 -0.4 0.5
C 2.608 -1.091 1.970 0.6 -1.1 0.9
P 1.167 -0.355 -1.292 -1.4 0.4 0.5
C 2.632 -1.395 -1.533 -0.5 0.5 -0.1
C 2.788 -2.668 -1.001 0.0 0.1 0.0
C 4.015 -3.299 -1.117 0.0 -0.1 0.1
C 5.069 -2.664 -1.757 0.0 0.0 0.1
C 4.901 -1.402 -2.310 0.0 0.1 0.0
C 3.679 -0.762 -2.209 0.0 -0.2 0.1
C 0.690 0.297 -2.902 0.3 -0.2 0.1
C 0.502 1.653 -3.146 0.2 -0.2 0.1
C 0.033 2.058 -4.384 0.0 0.0 0.0
C -0.276 1.117 -5.356 0.0 0.0 0.0
C -0.102 -0.236 -5.104 -0.1 -0.1 0.0
C 0.379 -0.652 -3.879 0.2 0.1 0.2
H 2.659 1.298 -0.382 -0.1 0.1 0.0
H -1.114 2.664 2.485 -0.1 0.0 -0.1
H -0.850 4.858 3.576 -0.1 0.1 0.0
H 1.348 5.977 3.577 0.0 0.1 0.1
H 3.302 4.874 2.553 0.1 0.1 0.0
H 3.060 2.678 1.478 0.1 0.0 0.0
H 0.358 0.695 3.815 -0.1 0.1 -0.1
H 1.108 -0.599 5.708 0.0 0.0 0.1
H 1.828 -2.943 5.422 0.0 -0.1 0.3
H 1.982 -3.949 3.238 -0.1 0.1 0.0
H 3.292 -0.873 1.157 0.3 0.0 0.1
H 1.961 -3.149 -0.503 0.0 -0.1 0.0
H 4.149 -4.280 -0.692 0.1 -0.2 0.0
H 6.028 -3.153 -1.824 0.1 -0.1 0.0
H 5.724 -0.913 -2.811 0.0 0.0 -0.1
H 3.530 0.213 -2.657 0.0 0.1 -0.1
H 0.743 2.373 -2.377 0.0 0.1 0.0
H -0.083 3.109 -4.594 0.0 0.1 0.0
H -0.641 1.438 -6.318 0.0 0.1 -0.1
H -0.344 -0.966 -5.860 0.0 -0.1 -0.1
H 0.535 -1.703 -3.673 0.0 -0.1 -0.1
```
Positions in Å, forces in eV/Å.

Calculated values
**Kohn-Sham gap (spin up / spin down)**: 5.0 / 4.6 eV
**E_HOMO (spin up / spin down)**: -15.740 / -15.383 eV
**<S²>**: 0.763
**ΔE to the lowest compared entry with this formula, charge and spin**: 78.9 kcal/mol
**2S+1**: 2
**Lowest unoccupied orbital energy (spin up / spin down)**: -10.79 / -10.81 eV
**Net charge**: +3